(1)
Formula: C16H32HgO8
Source: OMol25
Level of theory: ωB97M-V with the def2-TZVPD basis set

```
57
Properties=species:S:1:pos:R:3:forces:R:3
Hg 22.3637 31.8704 -4.2974 -2.9 1.0 -2.1
C 21.3615 28.2184 -6.2744 -0.7 1.5 0.0
C 20.4385 28.6891 -5.0672 1.1 0.7 -0.6
O 20.4716 30.0500 -4.5908 0.2 -2.8 -0.7
H 22.3224 28.7037 -6.4456 0.0 0.5 0.9
H 20.8082 28.5272 -7.1613 0.0 -0.6 -0.3
H 21.5908 27.1537 -6.2321 -0.5 -0.1 0.0
H 20.5613 27.8873 -4.3391 0.2 0.6 1.2
H 19.3942 28.5196 -5.3295 -0.3 0.3 -0.3
C 19.4450 33.9334 -1.0126 -1.7 -0.8 -0.8
C 20.5142 32.9394 -1.5746 -0.1 0.1 0.7
O 20.3961 32.7048 -2.9018 1.1 0.0 -1.1
H 19.2878 34.0477 0.0599 0.9 0.1 0.3
H 18.4887 33.4835 -1.2794 -0.3 -0.7 -0.1
H 19.2122 34.8708 -1.5178 1.3 0.5 -0.1
H 20.3953 31.9961 -1.0416 -0.5 -0.5 0.8
H 21.5029 33.2276 -1.2174 0.7 0.7 -0.1
C 21.0001 35.4347 -5.4762 -2.0 0.0 1.3
C 21.0532 34.2300 -6.4271 2.7 -1.4 0.8
O 20.7407 32.9470 -5.9632 0.2 0.7 0.4
H 21.7587 36.2166 -5.4395 0.2 0.2 -1.3
H 21.0538 35.1686 -4.4206 -0.1 -1.1 0.1
H 19.9953 35.8545 -5.5230 -0.1 0.7 0.0
H 22.1289 34.2521 -6.6014 1.1 -0.3 -0.6
H 20.7082 34.4064 -7.4459 -1.0 0.4 -0.1
C 24.0009 31.4514 -8.0351 -1.8 -0.4 -3.4
C 24.7674 31.3139 -6.8176 -0.6 -0.9 1.5
O 23.9725 31.0047 -5.7330 -0.4 0.3 1.6
H 23.2787 30.6947 -8.3417 -0.5 -0.4 1.1
H 24.5741 31.3598 -8.9578 0.9 0.8 -0.1
H 23.4666 32.4014 -8.0360 -0.1 0.0 -0.1
H 25.2401 32.2938 -6.8842 1.1 0.4 1.2
H 25.4598 30.4720 -6.8182 0.9 0.2 -0.7
O 23.5278 30.8680 -2.5726 3.3 -5.7 3.3
C 24.1723 29.8184 -2.1835 -3.5 3.5 -1.3
O 23.6247 28.8016 -1.3605 0.3 2.4 -1.7
C 24.5486 27.7427 -1.2936 0.8 -1.3 -0.6
C 25.5663 27.9742 -2.4434 -0.2 -0.6 1.0
C 25.5943 29.4620 -2.5308 -0.3 1.0 -0.8
H 24.0734 26.7860 -1.5105 -0.5 0.1 0.2
H 24.9449 27.6747 -0.2804 0.3 0.2 0.0
H 25.1030 27.5977 -3.3554 0.0 0.0 -0.1
H 26.5134 27.4472 -2.3272 0.0 0.2 0.2
H 25.8517 29.8008 -3.5344 -0.3 0.3 0.0
H 26.1874 30.0568 -1.8362 0.4 -0.4 0.3
O 23.7364 33.6796 -3.8093 3.1 4.8 0.9
C 24.5599 34.6163 -3.8268 -0.8 -2.1 -0.4
O 24.7411 35.5934 -2.8438 -0.8 -1.4 0.0
C 26.0482 36.1609 -2.8838 0.9 -0.8 -0.5
C 26.8074 35.3560 -3.9608 -0.4 0.3 -2.3
C 25.6861 34.7812 -4.8975 -1.2 0.2 2.4
H 26.6622 36.0414 -1.9912 -0.8 -0.4 0.7
H 25.9843 37.2456 -2.9695 -0.2 -0.1 -0.8
H 27.4308 34.5364 -3.6035 -0.2 0.2 0.4
H 27.4349 36.0072 -4.5695 0.2 0.0 0.2
H 25.7370 33.7785 -5.3218 0.7 0.3 -0.2
H 25.3255 35.5284 -5.6046 0.1 -0.1 -0.2
```
Forces are in eV/Å.

Calculated values
- Kohn-Sham gap (spin up / spin down): 5.3 / 4.6 eV
- Net charge: -1
- M: 553.014 g/mol
- LUMO (spin up / spin down): 2.371 / 1.752 eV
- Multiplicity: 2
- E_HOMO (spin up / spin down): -2.95 / -2.88 eV

***

(2)
Formula: C16H32IO4P
Source: OMol25
Level of theory: ωB97M-V with the def2-TZVPD basis set

```
54
Properties=species:S:1:pos:R:3:forces:R:3
C -9.6042 1.3892 3.1323 -0.1 0.3 -0.1
C -9.1393 1.7217 1.8988 -0.2 -0.2 0.2
C -7.7461 1.4652 1.3962 0.1 2.1 1.0
O -7.0701 0.5729 2.2948 0.5 0.4 -0.6
P -5.8722 -0.3057 1.7602 -0.4 -0.9 0.1
O -6.1953 -1.7298 1.6656 0.2 -0.1 0.0
O -5.4568 0.3118 0.3326 0.0 0.1 0.0
I -4.9375 -0.9651 -1.0999 0.0 0.2 0.0
O -4.6890 0.0571 2.7366 -0.2 0.1 -0.1
C -3.5129 -0.7756 2.6432 0.6 0.1 0.4
C -2.2779 0.0332 2.2398 0.3 -0.5 -0.5
C -1.3524 -0.7634 1.2834 0.5 0.0 0.3
C 0.1062 -0.8324 1.7648 0.3 0.1 -0.4
C 0.9922 0.2975 1.1919 0.0 -0.2 0.2
C 1.8009 -0.1689 -0.0275 -0.1 -0.5 0.2
C 3.1464 -0.8368 0.3571 -0.4 0.6 0.2
C 4.3255 -0.3435 -0.4679 0.3 -0.5 -0.2
C 4.3602 -0.9135 -1.9054 0.4 0.4 0.6
C 5.7928 -1.2221 -2.3949 -0.5 -0.1 -0.7
C 6.1050 -0.7060 -3.8202 0.5 -0.4 0.6
C 6.9701 0.5571 -3.8306 -0.2 0.4 -0.7
C 6.1427 1.8458 -3.8318 0.3 -0.2 0.1
H -9.2407 1.8408 4.0515 1.4 -1.5 0.2
H -10.4174 0.6750 3.2372 -1.3 1.4 -0.1
H -9.8165 2.1828 1.1797 -0.4 -1.6 -0.7
H -7.8521 1.0656 0.3897 0.1 -0.2 0.1
H -7.1566 2.3903 1.3480 0.2 -0.1 -0.3
H -3.6485 -1.6186 1.9664 -0.4 0.1 -0.1
H -3.3578 -1.1901 3.6387 -0.1 -0.1 0.0
H -2.5682 0.9566 1.7414 -0.2 0.1 0.3
H -1.6922 0.2571 3.1305 -0.2 0.4 0.0
H -1.7104 -1.7857 1.1460 -0.2 0.1 0.0
H -1.3377 -0.2821 0.3033 -0.2 -0.2 -0.1
H 0.5570 -1.7726 1.4343 -0.1 -0.1 0.1
H 0.1643 -0.8401 2.8552 -0.2 0.0 0.0
H 1.6719 0.6073 1.9892 0.1 0.3 -0.2
H 0.3803 1.1601 0.9173 -0.1 0.0 0.1
H 1.9570 0.6475 -0.7340 0.1 0.0 0.0
H 1.1989 -0.9370 -0.5229 -0.1 0.3 -0.3
H 3.0356 -1.9207 0.2819 0.2 0.0 -0.1
H 3.3278 -0.6231 1.4143 0.1 0.0 0.0
H 4.3382 0.7495 -0.5016 -0.1 0.0 0.1
H 5.2584 -0.6356 0.0221 -0.1 0.0 0.1
H 3.7803 -1.8377 -1.9109 -0.1 0.1 -0.2
H 3.8884 -0.1910 -2.5732 -0.1 -0.2 -0.1
H 5.8992 -2.3083 -2.4190 0.1 0.0 0.2
H 6.5464 -0.8456 -1.7019 -0.1 0.1 0.1
H 5.1733 -0.5545 -4.3690 0.0 0.1 -0.1
H 6.6493 -1.4990 -4.3378 0.0 0.0 -0.1
H 7.5697 0.5674 -4.7455 0.1 0.0 0.0
H 7.6833 0.5533 -3.0042 -0.1 -0.1 0.1
H 5.5179 1.9049 -2.9393 -0.1 0.1 -0.1
H 5.5267 1.8692 -4.7317 -0.2 0.0 0.1
H 6.7859 2.7258 -3.8749 0.0 0.0 0.1
```
Forces are in eV/Å.

Calculated values
- Kohn-Sham gap: 7.0 eV
- Net charge: 0
- M: 446.306 g/mol
- Energy relative to the best compared isomer or geometry (same formula, charge and spin): 0.0 kJ/mol
- LUMO: -1.204 eV
- E_HOMO: -8.21 eV

***

(3)
Formula: C16H32N
Source: OMol25
Level of theory: ωB97M-V with the def2-TZVPD basis set

```
49
Properties=species:S:1:pos:R:3:forces:R:3
C 2.1972 -4.9853 3.3150 0.4 -0.2 0.1
C 0.8515 -4.4956 3.1890 -0.8 0.3 -0.1
C -0.2738 -4.0901 3.0869 0.3 -0.1 0.0
C -1.6429 -3.6323 2.9571 0.0 -0.8 0.0
H -2.2323 -3.9951 3.8048 -0.1 0.2 -0.1
H -2.0815 -4.0316 2.0393 -0.1 0.2 0.1
N -1.7429 -2.1379 2.9278 0.1 0.0 0.1
C -1.2887 -1.6133 4.2296 0.3 0.3 0.8
H -1.3175 -0.5255 4.2299 -0.1 0.0 -0.2
H -0.2694 -1.9448 4.4232 -0.1 0.0 -0.1
H -1.9312 -1.9809 5.0281 -0.1 -0.1 -0.1
C -3.1480 -1.7530 2.7187 -0.9 0.2 -0.2
H -3.5287 -2.1806 1.7941 0.1 0.0 0.0
H -3.7612 -2.1123 3.5437 0.1 0.0 0.0
H -3.2333 -0.6689 2.6666 0.1 0.0 0.0
C -0.8672 -1.5595 1.8635 0.5 0.3 -0.9
C -1.1551 -2.0120 0.4347 0.1 -0.1 0.1
H -1.0450 -3.0937 0.3516 -0.1 -0.1 0.0
H -2.1650 -1.7356 0.1299 -0.1 -0.1 0.0
C -0.1667 -1.3640 -0.5433 -0.3 0.2 0.1
C -0.3533 0.1436 -0.7068 0.3 -0.3 -0.2
C 0.5265 0.6944 -1.8280 -0.3 0.3 0.3
C 0.3615 2.2030 -1.9962 0.3 -0.3 -0.3
C 1.2394 2.7507 -3.1187 -0.3 0.3 0.3
C 1.0755 4.2587 -3.2902 0.3 -0.3 -0.3
C 1.9546 4.8076 -4.4113 -0.2 0.2 0.2
C 1.7851 6.3123 -4.5782 0.1 -0.2 -0.1
H 2.0550 6.8316 -3.6612 0.0 0.1 0.1
H 0.7526 6.5563 -4.8181 -0.1 0.1 0.0
H 2.4194 6.6813 -5.3802 0.0 0.1 -0.1
H 3.0007 4.5821 -4.1921 0.0 -0.1 0.0
H 1.6980 4.3074 -5.3477 0.1 -0.1 0.0
H 1.3327 4.7596 -2.3536 -0.1 0.1 0.1
H 0.0296 4.4861 -3.5095 -0.1 0.1 0.0
H 2.2858 2.5237 -2.9022 0.1 -0.1 0.0
H 0.9809 2.2512 -4.0550 0.0 -0.1 -0.1
H 0.6211 2.7038 -1.0601 -0.1 0.1 0.1
H -0.6846 2.4307 -2.2139 -0.1 0.0 0.0
H 1.5723 0.4677 -1.6099 0.1 -0.1 0.0
H 0.2697 0.1980 -2.7657 0.0 -0.1 -0.1
H -1.3993 0.3585 -0.9379 -0.1 0.0 0.1
H -0.0985 0.6646 0.2188 -0.1 0.1 0.1
H -0.3064 -1.8347 -1.5173 0.1 -0.1 0.0
H 0.8553 -1.5750 -0.2233 0.1 -0.1 0.0
H -0.9651 -0.4745 1.9210 -0.1 -0.1 0.2
H 0.1614 -1.8311 2.1117 -0.1 0.0 0.1
H 2.4668 -5.0754 4.3661 0.1 0.0 0.0
H 2.2728 -5.9647 2.8454 0.1 0.0 0.0
H 2.8922 -4.3057 2.8239 0.1 0.0 0.0
```
Forces are in eV/Å.

Calculated values
- Kohn-Sham gap: 10.1 eV
- SMILES: CC#CC[N+](C)(C)CCCCCCCCCC
- Net charge: +1
- M: 238.439 g/mol
- Energy relative to the best compared isomer or geometry (same formula, charge and spin): 3.0 kJ/mol
- LUMO: -2.407 eV
- E_HOMO: -12.52 eV

***

Look up the net charge of the second one.
0